Arrangement i

This record from the OMol25 dataset describes C38H42BrN8O9STi as an isolated structure. The level of theory is ωB97M-V/def2-TZVPD.

Element x y z (Å)
H (3.171, 0.033, -5.455)
H (2.001, 2.497, -1.117)
C (-0.351, -0.288, 5.423)
C (-3.110, 2.696, -1.906)
H (-0.056, 4.772, 0.434)
H (-3.916, 1.883, 0.451)
H (6.036, 3.571, -2.147)
H (-3.340, 3.422, -1.128)
C (-1.469, -4.103, 1.318)
C (5.332, 2.891, -1.684)
C (-1.369, -0.601, 6.334)
C (1.408, 2.537, 2.491)
C (0.414, 0.861, 5.659)
S (1.547, -4.049, -1.828)
N (-1.018, -1.760, 1.039)
N (2.582, 0.271, 0.061)
O (1.963, -1.560, 0.906)
H (-4.497, -4.387, -3.976)
O (-0.496, -2.355, 4.285)
H (0.783, 2.544, 6.949)
H (-2.875, -2.429, 2.863)
H (6.848, 1.537, -0.989)
H (2.133, 5.927, 0.782)
H (-3.017, -1.905, -0.872)
H (-0.552, -3.329, -2.955)
H (3.176, 0.075, -3.013)
H (1.218, 1.107, 4.977)
C (-4.268, -1.137, -4.894)
H (-3.134, 0.314, 0.467)
H (-1.077, -4.023, 2.332)
C (0.186, 1.666, 6.755)
C (0.713, 4.339, 1.061)
C (-3.708, 1.000, -0.153)
C (1.931, 4.975, 1.259)
H (-1.635, -2.951, -1.199)
H (-1.952, -1.497, 6.159)
H (2.129, -1.372, -5.473)
C (-2.099, -2.025, -4.339)
O (-0.365, 3.175, 8.960)
H (-2.424, -0.032, 8.120)
C (2.933, -0.890, -4.917)
H (-2.089, -4.104, -3.747)
C (4.895, 0.876, -0.436)
H (2.925, -1.914, -2.089)
C (-4.850, -2.366, -4.607)
O (-2.031, 1.828, 9.566)
N (2.149, -1.651, -2.679)
N (-2.894, 1.407, -1.283)
C (2.617, 3.180, 2.668)
H (3.862, 4.866, 2.212)
C (1.257, -2.647, -2.691)
H (-2.192, 3.021, -2.392)
C (5.787, 1.748, -1.038)
H (-2.426, -0.021, -4.968)
C (-2.682, -3.256, -4.068)
C (3.972, 3.167, -1.714)
H (-5.922, -2.495, -4.692)
C (3.536, 1.156, -0.505)
C (-0.853, 2.398, 1.351)
N (-1.091, 2.146, 8.764)
C (-2.051, -2.748, 0.898)
C (-0.091, -1.203, 4.285)
H (3.936, -2.734, -4.359)
C (2.901, 4.392, 2.060)
N (2.927, -0.910, 0.414)
H (-4.641, 0.524, -0.471)
H (-3.562, -1.374, 1.629)
H (1.527, 0.125, -3.613)
C (-0.633, -1.723, -4.176)
H (4.541, -2.013, -5.849)
H (5.234, -0.005, 0.088)
H (-4.885, -0.301, -5.202)
O (0.605, -0.686, 3.275)
C (-4.053, -3.426, -4.204)
O (-0.109, -0.840, -4.818)
C (-3.215, -2.388, 1.828)
H (-0.651, -4.376, 0.647)
C (-2.512, -2.822, -0.560)
C (0.454, 3.114, 1.659)
C (2.411, -0.497, -3.540)
Br (3.950, 2.357, 3.749)
H (3.610, 4.067, -2.195)
H (1.201, 1.590, 2.975)
O (-0.927, 1.159, 1.668)
C (-2.900, -0.972, -4.769)
H (4.971, -1.308, -4.289)
H (-2.236, -4.884, 1.281)
N (0.027, -2.603, -3.348)
C (4.164, -1.787, -4.850)
N (-0.985, -0.012, -1.952)
H (-4.053, -3.080, 1.694)
H (-3.921, 2.661, -2.643)
C (-1.884, 0.655, -1.658)
O (-1.751, 3.052, 0.821)
C (-1.632, 0.197, 7.424)
Ti (0.119, -0.593, 1.390)
O (1.347, 0.673, 0.197)
C (3.064, 2.303, -1.123)
H (-3.192, -3.666, -0.709)
C (-0.850, 1.349, 7.659)

Values from the calculation:
**Gap between HOMO and LUMO (spin up / spin down)**: 3.579 / 6.725 eV
**Highest occupied orbital energy (spin up / spin down)**: 0.01 / -3.13 eV
**Multiplicity**: 2
**Total charge**: -2

Arrangement ii

This record from the OMol25 dataset describes C38H42BrN8O9STi as an isolated structure. The level of theory is ωB97M-V/def2-TZVPD.

Element x y z (Å)
Br (2.862, 2.946, 5.145)
C (4.369, 3.979, -3.423)
H (-4.430, -5.217, 4.689)
H (-5.035, -3.126, 1.010)
O (5.416, -1.551, -0.524)
C (3.322, 1.474, 4.023)
O (-2.536, -2.946, 0.851)
C (2.746, -0.066, 2.292)
O (1.799, -1.762, 0.936)
H (-3.997, 6.836, -0.140)
H (-0.142, -3.062, -3.492)
C (-2.180, -2.307, 1.839)
C (-3.510, 6.026, -0.669)
H (4.748, 0.000, -3.873)
S (2.047, 0.753, -2.082)
C (-3.315, -3.939, 3.359)
C (-5.534, -0.917, 2.571)
C (1.760, -0.588, 1.261)
H (4.234, -1.508, 1.796)
H (4.770, 4.072, -4.434)
O (-4.273, -2.945, 7.862)
C (3.808, -1.640, -4.890)
N (-1.028, -0.858, -1.109)
H (3.418, -3.201, -1.380)
H (0.027, -0.246, -3.719)
H (5.630, 2.777, -0.412)
H (2.775, 3.075, -1.091)
H (-1.767, 3.113, -2.495)
C (3.174, -2.868, -4.746)
N (-1.737, 2.854, 0.073)
N (-4.379, -3.750, 6.875)
H (2.771, -3.373, -5.615)
H (-3.889, 6.856, -2.617)
C (-2.608, -2.739, 3.201)
C (5.383, 3.338, -2.484)
H (-3.333, -1.347, -2.444)
C (4.733, -0.916, -1.299)
N (3.606, 2.527, -0.924)
C (3.035, -3.437, -3.489)
H (3.457, 3.381, -3.481)
C (2.402, 1.014, 3.099)
C (4.873, 3.239, -1.048)
C (-2.568, -2.130, -2.453)
H (-5.044, -1.709, 3.142)
H (1.433, 1.483, 2.982)
C (-3.038, -2.231, 5.535)
C (-3.450, 6.039, -2.058)
O (-1.498, -1.193, 1.800)
C (4.913, -0.162, 3.333)
H (-1.485, -0.824, -4.440)
H (-5.191, 0.047, 2.940)
O (-1.103, 1.932, -0.621)
H (-0.243, -3.323, -1.727)
H (-5.246, -2.286, -0.527)
C (3.428, 1.242, -1.378)
H (3.907, -1.191, -5.870)
C (-0.100, -2.576, -2.510)
H (4.094, 4.981, -3.080)
C (4.288, -0.976, -3.774)
C (-3.772, -3.430, 5.675)
H (-3.417, -4.587, 2.497)
H (5.280, 1.296, 4.881)
O (-1.461, 1.711, 1.836)
H (5.019, 0.722, -0.212)
C (4.580, 0.909, 4.152)
H (6.317, 3.908, -2.479)
C (-4.187, -0.360, 0.671)
C (-5.556, -2.308, 0.515)
H (-6.637, -2.447, 0.577)
C (-2.470, -1.906, 4.320)
C (-1.025, -0.459, -3.515)
C (-2.824, 4.993, -2.718)
H (-2.998, 4.970, 1.135)
O (0.993, 0.345, 0.796)
H (-6.615, -0.988, 2.692)
O (-5.045, -4.840, 6.964)
N (-5.222, -1.027, 1.145)
C (-1.174, -1.492, -2.387)
C (-3.886, -4.293, 4.563)
H (2.513, -4.378, -3.371)
H (-2.710, -2.763, -1.576)
H (-1.924, -0.977, 4.205)
N (-3.315, 0.248, 0.217)
H (5.634, 2.334, -2.837)
Ti (-0.980, 0.026, 0.306)
C (3.540, -2.787, -2.373)
H (-2.684, -2.723, -3.368)
C (-2.260, 3.941, -2.007)
H (-2.770, 4.986, -3.800)
C (-2.953, 4.987, 0.056)
C (3.995, -0.657, 2.418)
C (4.156, -1.553, -2.518)
H (-1.513, 0.472, -3.220)
N (4.530, 0.441, -1.054)
H (5.893, -0.617, 3.418)
N (-1.928, 2.758, 1.343)
H (0.885, -2.126, -2.376)
H (4.704, 4.238, -0.641)
H (-2.947, -1.585, 6.396)
C (-2.331, 3.942, -0.622)

Values from the calculation:
**Gap between HOMO and LUMO (spin up / spin down)**: 3.799 / 6.881 eV
**Highest occupied orbital energy (spin up / spin down)**: -0.21 / -3.30 eV
**Multiplicity**: 2
**Total charge**: -2

Which of them is least stable? Easy: arrangement ii.

Arrangement i

This record from the OMol25 dataset describes a 2-piece molecular cluster, C2H8N2O overall. The level of theory is ωB97M-V/def2-TZVPD.

Element x y z (Å)
H (0.093, 0.244, 0.488)
C (-1.738, 1.102, -0.180)
H (-2.516, 1.141, 1.729)
N (-0.396, 0.781, -0.241)
C (1.920, -1.978, -0.820)
H (0.979, -2.671, -1.044)
H (-1.859, 2.087, -0.856)
H (0.130, 1.586, -0.584)
H (-1.283, 2.237, 1.505)
H (-2.255, 0.235, -0.501)
O (2.638, -2.066, 0.145)
H (2.394, -1.354, -1.680)
N (-2.158, 1.831, 1.066)

Values from the calculation:
**Gap between HOMO and LUMO**: 9.667 eV
**Highest occupied orbital energy**: -8.90 eV
**Total charge**: 0
**SMILES**: C=O.NCN

Arrangement ii

This record from the OMol25 dataset describes a 2-piece molecular cluster, C2H8N2O overall. The level of theory is ωB97M-V/def2-TZVPD.

Element x y z (Å)
C (0.037, 2.087, 1.600)
N (0.407, -0.251, -1.523)
H (-0.606, -1.968, -2.355)
H (-0.124, 0.805, 0.047)
H (0.152, 1.767, 2.621)
O (-0.450, 0.982, 0.896)
C (-0.063, -1.488, -1.497)
H (0.254, 0.110, -2.475)
H (-0.725, 2.933, 1.624)
H (-0.257, -3.223, -0.379)
H (0.260, -1.897, 0.578)
H (0.983, 2.447, 1.214)
N (0.131, -2.304, -0.350)

Values from the calculation:
**Gap between HOMO and LUMO**: 10.483 eV
**Highest occupied orbital energy**: -9.52 eV
**Total charge**: 0
**SMILES**: [H]/N=C/N.CO

Arrangement iii

This record from the OMol25 dataset describes a 2-piece molecular cluster, C2H8N2O overall. The level of theory is ωB97M-V/def2-TZVPD.

Element x y z (Å)
O (0.783, -1.512, -0.229)
H (-0.104, -1.181, -0.464)
C (1.886, -0.667, -0.654)
N (-1.012, 0.423, -0.827)
N (-1.378, 0.226, 1.421)
H (1.739, 0.306, -0.193)
H (-1.205, -0.758, 1.451)
C (-1.371, 0.952, 0.288)
H (2.686, -1.205, -0.167)
H (1.831, -0.449, -1.712)
H (-1.515, 2.023, 0.447)
H (-1.391, 0.786, 2.252)
H (-0.948, 1.055, -1.613)

Values from the calculation:
**Gap between HOMO and LUMO**: 10.258 eV
**Highest occupied orbital energy**: -9.40 eV
**Total charge**: 0
**SMILES**: [H]/N=C/N.CO

Which of them is least stable? Easy: arrangement i.

Arrangement i

This record from the OMol25 dataset describes an isolated molecule of CH3NO2S2. The level of theory is ωB97M-V/def2-TZVPD.

Element x y z (Å)
S (1.992, -0.856, -0.124)
O (-0.753, -1.569, 0.281)
N (-0.533, -0.462, -0.422)
S (0.914, 1.850, 0.072)
O (-1.649, 0.442, -0.358)
H (2.098, 1.680, 0.571)
H (-1.134, -2.258, -0.236)
H (-1.696, 1.034, 0.366)
C (0.761, 0.140, -0.148)

Values from the calculation:
**Gap between HOMO and LUMO**: 8.781 eV
**Highest occupied orbital energy**: -8.90 eV
**Total charge**: 0
**SMILES**: ON(O)C(=S)S

Arrangement ii

This record from the OMol25 dataset describes an isolated molecule of CH3NO2S2. The level of theory is ωB97M-V/def2-TZVPD.

Element x y z (Å)
O (1.103, -2.697, 0.246)
S (-0.506, 1.086, 0.545)
C (0.275, 0.995, -1.018)
H (-0.677, -1.131, 1.685)
H (-0.378, 0.890, -1.867)
S (1.205, -1.260, 0.311)
N (-0.207, -0.661, 0.919)
O (-1.939, 1.131, 0.323)
H (1.124, 1.647, -1.142)

Values from the calculation:
**Gap between HOMO and LUMO (spin up / spin down)**: 8.432 / 6.713 eV
**Highest occupied orbital energy (spin up / spin down)**: -9.41 / -8.42 eV
**Total charge**: 0

Which of them is least stable? Easy: arrangement ii.

Arrangement i

This record from the OMol25 dataset describes an isolated molecule of CH3NO2S2. The level of theory is ωB97M-V/def2-TZVPD.

Element x y z (Å)
N (3.255, -0.707, -0.471)
H (0.298, -0.827, -0.363)
H (-0.863, 0.503, -0.588)
C (0.031, 0.180, -0.065)
O (4.086, -1.573, -0.368)
H (-0.131, 0.243, 1.006)
S (2.896, 0.352, 0.752)
O (1.068, 2.595, 0.026)
S (1.393, 1.314, -0.561)

Values from the calculation:
**Gap between HOMO and LUMO**: 8.949 eV
**Highest occupied orbital energy**: -9.40 eV
**Total charge**: 0

Arrangement ii

This record from the OMol25 dataset describes an isolated molecule of CH3NO2S2. The level of theory is ωB97M-V/def2-TZVPD.

Element x y z (Å)
S (0.518, 0.601, -0.101)
N (0.832, -0.849, 0.642)
H (-1.321, -0.141, -1.726)
S (-2.917, 0.275, 0.160)
H (1.644, -1.493, 0.565)
H (0.451, -0.930, 1.531)
O (0.401, 1.626, 0.925)
C (-1.107, 0.314, -0.836)
O (1.498, 0.597, -1.160)

Values from the calculation:
**Gap between HOMO and LUMO (spin up / spin down)**: 6.960 / 6.958 eV
**Highest occupied orbital energy (spin up / spin down)**: -9.78 / -9.78 eV
**Total charge**: 0
**SMILES**: NS(=O)(=O)C=S

Which of them is least stable? Easy: arrangement ii.